Computed, not measured: C5H13N2 as an isolated structure at a distorted geometry, with ωB97M-V/def2-TZVPD.

Calculated values
E: -8364.804 eV
E_LUMO: -5.744 eV
Total charge: +1
E_HOMO: -12.53 eV
Relative energy (zero: lowest compared OMol25 entry of this formula, charge and spin): 138.52 kcal/mol

Last column: Mulliken charge in e.
Element x y z (Å)
C1 -1.60685 -0.76524 2.08686  -1.274
C2 -1.33047 -0.50128 0.62090  -0.112
C3 -0.20020 -1.40434 0.05414  -0.699
C4 1.27860 -0.75151 0.40814  0.517
C5 1.09983 -0.22599 -0.72604  -0.399
N1 0.43757 3.31219 -3.56850  -0.624
N2 2.15875 -1.18728 1.32770  -0.371
H1 -0.73847 -0.73005 2.75938  0.301
H2 -2.02635 -1.74721 2.29823  0.362
H3 -2.27298 -0.06284 2.59226  0.355
H4 -2.22677 -0.64389 0.03142  0.333
H5 -0.92421 0.50304 0.54564  0.267
H6 -0.48443 -1.76058 -0.93436  0.428
H7 -0.14862 -2.36622 0.60003  0.411
H8 0.35320 0.14288 -1.41248  0.352
H9 1.29351 3.03026 -3.11647  0.200
H10 -0.32552 3.13640 -2.93385  0.203
H11 0.44369 4.27617 -3.85722  0.226
H12 3.06212 -1.38484 0.94217  0.264
H13 2.15760 -0.86968 2.28205  0.260